{"formula": "C11H17LiN4O7", "method": "ωB97M-V with the def2-TZVPD basis set", "e_above_lowest_kcal_mol": 0.00, "charge": -2, "total_energy_ev": -32182.49056, "homo_lumo_gap_ev": 4.159, "lumo_ev": 4.0, "species": ["Li", "C", "C", "C", "O", "C", "C", "C", "O", "O", "O", "H", "H", "C", "C", "C", "O", "H", "H", "H", "H", "H", "H", "H", "C", "O", "N", "N", "H", "H", "H", "H", "C", "O", "N", "N", "H", "H", "H", "H"], "positions_angstrom": [[-0.3136, -0.1131, -0.5499], [1.8229, 1.8762, 1.2299], [2.2032, 0.5372, 1.3872], [3.5262, 0.2565, 2.1979], [3.9335, -0.9123, 2.1824], [4.3320, 1.3737, 2.6488], [3.8598, 2.6631, 2.4619], [2.6081, 2.9509, 1.6534], [2.3086, 4.1116, 1.2670], [4.5696, 3.6319, 2.8920], [1.4709, -0.4183, 1.0324], [0.9384, 2.1175, 0.6490], [5.1228, 1.1589, 3.3524], [-1.4916, -2.0019, -3.0432], [-0.3899, -2.4369, -2.0708], [0.0550, -3.8962, -2.3420], [0.6174, -1.5273, -1.7990], [-1.2015, -2.1294, -4.0892], [-1.8309, -0.9705, -2.8942], [-2.4621, -2.4549, -2.7910], [-0.9015, -2.6223, -1.0973], [-0.8730, -4.4331, -2.5839], [0.5850, -4.4158, -1.5504], [0.5907, -3.8718, -3.2999], [-1.6509, -0.7270, 1.8357], [-1.6961, -0.1888, 0.7238], [-0.5388, -1.2952, 2.3257], [-2.7692, -0.9939, 2.6083], [-0.6456, -2.1046, 2.9019], [0.3140, -1.1581, 1.7564], [-3.6864, -0.7031, 2.3309], [-2.6376, -1.5721, 3.4109], [-1.5555, 2.1633, -1.6280], [-0.6890, 1.3339, -1.8453], [-2.7553, 1.9245, -0.9772], [-1.4551, 3.4757, -2.0009], [-2.9991, 1.0095, -0.6344], [-3.4923, 2.4291, -1.4430], [-2.2545, 4.0716, -1.9384], [-0.5684, 3.8616, -2.2698]], "lowdin_charge": [0.612, -0.022, -0.331, -0.375, -0.048, -0.038, -0.423, -0.399, -0.059, -0.110, -0.106, 0.087, 0.081, -0.100, -0.697, -0.103, -0.341, 0.062, 0.044, 0.054, 0.090, 0.047, 0.059, 0.059, -0.621, -0.055, 0.179, 0.138, 0.096, 0.050, 0.086, 0.078, -0.637, 0.009, 0.136, 0.154, 0.071, 0.081, 0.081, 0.111]}


{"formula": "C5H9ClN4P", "method": "ωB97M-V with the def2-TZVPD basis set", "e_above_lowest_kcal_mol": 17.94, "charge": 1, "smiles": "[NH3+]N1CC2=PCN=C2N(Cl)C1", "total_energy_ev": -33090.27736, "homo_lumo_gap_ev": 8.282, "lumo_ev": -3.9, "species": ["N", "N", "C", "C", "P", "C", "N", "C", "N", "Cl", "C", "H", "H", "H", "H", "H", "H", "H", "H", "H"], "positions_angstrom": [[2.7765, 0.1620, 0.5611], [1.2569, 0.0462, 0.2877], [0.7759, -1.2327, 0.0874], [-0.9599, -0.9664, 0.0522], [-2.1733, -2.1425, 0.1151], [-3.3762, -0.6183, 0.1151], [-2.6697, 0.6215, -0.1592], [-1.3841, 0.4352, -0.1561], [-0.4493, 1.4148, -0.3872], [-0.7083, 3.0044, 0.1837], [0.8650, 0.9510, -0.7142], [3.2752, 0.8372, 0.0441], [3.3860, -0.6607, 0.5613], [2.6247, 0.5843, 1.4689], [1.0221, -1.9099, 0.9580], [0.9875, -1.6771, -0.8216], [-3.7174, -0.6127, 1.0406], [-4.1909, -0.7161, -0.5689], [1.0562, 0.6498, -1.8186], [1.6033, 1.8298, -0.8492]], "lowdin_charge": [0.270, -0.143, -0.144, -0.375, 1.054, -0.377, 0.065, -0.474, -0.480, 0.736, -0.271, 0.138, 0.184, 0.180, 0.138, 0.080, 0.021, 0.080, 0.173, 0.146]}


{"formula": "C20H18N5NiOSe", "method": "ωB97M-V with the def2-TZVPD basis set", "charge": 1, "total_energy_ev": -136911.16792, "homo_lumo_gap_ev": [7.025, 6.964], "lumo_ev": [-3.5, -3.5], "species": ["Ni", "C", "N", "C", "C", "C", "C", "C", "C", "N", "C", "C", "C", "C", "C", "C", "N", "C", "C", "C", "C", "C", "N", "H", "H", "H", "H", "H", "H", "H", "H", "H", "H", "H", "H", "H", "H", "H", "H", "H", "H", "Se", "C", "N", "O", "C"], "positions_angstrom": [[0.2374, 0.3758, -0.2741], [-1.0508, -2.2656, 0.2026], [-0.9033, -1.0890, 1.0571], [-2.1484, -0.3918, 1.3467], [-2.5611, 0.6184, 0.2901], [-3.8857, 1.0180, 0.1878], [-4.2304, 2.0020, -0.7204], [-3.2408, 2.5633, -1.5147], [-1.9485, 2.1042, -1.3682], [-1.6143, 1.1551, -0.4864], [0.0680, -1.1556, 2.1784], [1.1689, -0.1563, 1.8691], [2.5365, -0.0321, 2.5081], [2.8048, 1.2171, 3.2859], [2.0695, 2.3005, 3.0518], [1.0222, 2.2307, 2.0292], [0.5662, 1.1486, 1.5346], [-0.4548, -2.1680, -1.1982], [-0.3683, -3.3178, -1.9683], [0.1376, -3.2392, -3.2511], [0.5351, -2.0048, -3.7461], [0.4263, -0.9065, -2.9240], [-0.0608, -0.9808, -1.6763], [-2.1208, -2.4580, 0.0689], [-0.6392, -3.1546, 0.6850], [-2.0329, 0.1528, 2.2854], [-2.9762, -1.0949, 1.4928], [-4.6344, 0.5571, 0.8185], [-5.2581, 2.3263, -0.8124], [-3.4610, 3.3336, -2.2389], [-1.1414, 2.4975, -1.9733], [0.4934, -2.1570, 2.2367], [-0.4297, -0.9435, 3.1271], [2.8656, -0.9221, 3.0492], [3.6159, 1.2335, 4.0021], [2.2503, 3.2488, 3.5367], [0.5888, 3.1602, 1.6681], [-0.6781, -4.2675, -1.5527], [0.2334, -4.1312, -3.8550], [0.9422, -1.8964, -4.7405], [0.7435, 0.0740, -3.2540], [3.5689, -4.0451, -0.8553], [2.6765, -2.6924, -0.2215], [2.0118, -1.8250, 0.2365], [3.1300, 0.0307, 1.1680], [1.8946, -0.4324, 0.5488]], "lowdin_charge": [0.514, -0.085, -0.167, -0.107, -0.216, -0.001, -0.029, -0.034, -0.088, 0.047, -0.056, -0.355, -0.191, 0.035, -0.016, -0.053, 0.072, -0.234, -0.011, -0.027, -0.030, -0.083, 0.041, 0.137, 0.134, 0.134, 0.132, 0.125, 0.121, 0.117, 0.120, 0.132, 0.134, 0.163, 0.124, 0.113, 0.131, 0.129, 0.123, 0.118, 0.121, 0.696, -0.754, 0.098, 0.004, -0.278]}


{"formula": "H22NO9", "method": "ωB97M-V with the def2-TZVPD basis set", "e_above_lowest_kcal_mol": 111.02, "charge": 1, "total_energy_ev": -20266.46685, "homo_lumo_gap_ev": 9.755, "lumo_ev": -3.2, "species": ["N", "H", "H", "H", "H", "O", "H", "H", "O", "H", "H", "O", "H", "H", "O", "H", "H", "O", "H", "H", "O", "H", "H", "O", "H", "H", "O", "H", "H", "O", "H", "H"], "positions_angstrom": [[-0.1387, 0.2216, 0.0074], [0.0433, -0.1784, 0.8744], [-0.2737, -0.3584, -0.8376], [0.5543, 0.8996, -0.1126], [-0.9657, 0.6726, 0.1084], [-3.2177, 2.5166, 0.1274], [-3.6367, 2.9366, 1.0204], [-2.5817, 3.0916, -0.1506], [-0.4077, -2.8544, -0.0606], [-1.2787, -3.0364, -0.2026], [-0.2737, -3.2874, 0.7884], [-0.9977, 2.1166, -2.0206], [-0.7927, 3.0476, -2.0296], [-1.8987, 2.1576, -2.1766], [2.6803, -1.8054, -0.8796], [2.8583, -0.7954, -0.9596], [2.7123, -1.7824, -0.0186], [-0.8647, 1.5036, 2.9904], [-1.3717, 0.9866, 3.5534], [0.0063, 1.5936, 3.6704], [0.8693, -2.5354, -3.0146], [1.1703, -2.2344, -2.1686], [1.5483, -2.3344, -3.6536], [-3.4067, -0.8834, -0.3076], [-3.8627, -1.1144, 0.5934], [-4.0697, -0.2074, -0.6256], [2.1003, -0.4324, 2.2504], [2.4253, -1.3804, 2.5974], [2.8083, 0.1166, 2.1114], [3.1483, 0.8546, -0.6096], [3.9363, 0.5436, -0.2716], [3.1773, 1.9626, -0.5946]], "lowdin_charge": [0.371, 0.079, 0.157, 0.096, 0.054, -0.076, 0.148, -0.055, 0.004, -0.011, 0.059, 0.004, 0.054, 0.005, -0.007, 0.049, -0.085, -0.104, -0.024, 0.160, -0.053, -0.048, 0.031, -0.125, 0.095, 0.055, -0.063, 0.148, -0.029, -0.090, -0.001, 0.200]}


> charge of number 1 (C11H17LiN4O7)?

-2